A molecular structure, C40H35Br6ClNO5PS2 in a non-equilibrium geometry. Source: OMol25; level of theory: ωB97M-V/def2-TZVPD.

Each line ends with the Mulliken charge.
Element x y z (Å)
C 4.08089 -5.36843 1.74269  -0.960
C 4.52974 -3.89584 1.20145  -0.261
C 3.38020 -3.35484 0.17538  -0.511
Br 4.14967 -2.67801 -1.55018  -0.055
C 2.43486 -2.27428 0.90228  0.107
C 0.94383 -2.63720 1.27629  0.134
C 0.33088 -4.08706 0.92147  -0.371
C -1.00631 -4.43762 1.73055  -0.938
C -2.31970 -3.81178 0.99151  -0.183
S -3.65047 -3.30884 2.19877  -0.221
C -4.19226 -1.56786 1.88848  0.105
S -3.49739 -0.36089 2.85578  -0.138
N -5.20992 -1.26618 0.86735  0.204
C -4.71566 -1.50139 -0.50312  0.183
C -3.33327 -1.05984 -1.04587  -0.069
C -2.87873 -1.34254 -2.51548  -0.722
C -3.83526 -2.12172 -3.44779  -0.379
C -5.24461 -2.61079 -2.94531  -0.586
C -5.65819 -2.26401 -1.47666  -0.598
C -5.82542 0.06339 1.02952  0.367
C -5.65178 1.24111 0.00204  0.011
C -6.35622 2.63250 0.19223  -0.669
C -7.25878 2.91960 1.43143  -0.446
C -7.44263 1.75810 2.45695  -0.490
C -6.75995 0.39237 2.25006  -0.249
C 0.00460 -1.60848 1.99447  0.219
C 0.50380 -0.15232 2.33070  -1.353
C 1.95660 0.17610 1.92171  0.406
C 2.93402 -0.84928 1.22906  0.716
C 4.41000 -0.29447 0.87269  0.224
O 5.45760 -0.94411 1.07448  -0.512
C 4.40670 1.20863 0.27609  -0.340
C 3.40716 2.23447 0.94116  -0.057
C 3.29696 3.67710 0.40379  0.271
C 2.24050 4.66136 1.07330  -0.850
C 2.85806 6.01102 1.66728  0.474
O 3.86054 6.10411 2.39820  -0.534
O 2.14501 7.22377 1.34505  -0.503
C 4.21197 4.09020 -0.81345  1.081
C 4.02084 5.58503 -1.35250  -1.415
C 5.22555 3.13206 -1.49363  0.826
P 6.34687 3.53760 -2.95865  0.455
O 6.43732 5.22518 -3.24352  -0.472
Cl 8.35849 3.01212 -2.42901  -0.221
C 5.29821 1.66130 -0.91251  0.116
C 6.26726 0.54139 -1.54396  -0.806
Br 7.99996 0.01586 -0.70538  -0.028
C 5.81353 -0.03752 -2.76960  0.169
C 4.42868 0.43693 -3.43907  -0.742
Br 6.93273 -1.42620 -3.63856  -0.093
C 2.53909 1.66107 2.17972  -0.300
O 2.36072 2.27746 3.25569  -0.541
H 4.50783 -5.48471 2.79397  0.328
H 4.45302 -6.21317 1.06389  0.271
H 2.94445 -5.48369 1.81684  0.203
H 4.62563 -3.23701 2.12620  0.287
H 5.49556 -3.99792 0.60584  0.366
H 2.78390 -4.29888 -0.11700  0.467
H 0.02803 -4.01444 -0.19675  0.297
H 1.09144 -4.93308 0.97802  0.166
H -1.10996 -5.58583 1.74880  0.387
H -0.94288 -4.09075 2.82639  0.442
H -1.95462 -2.89752 0.38308  -0.101
H -2.69904 -4.58301 0.24261  0.473
H -2.59246 -0.50265 -0.37950  0.452
H -1.85910 -1.03016 -2.91320  0.386
H -3.57718 -2.39106 -4.53433  0.308
H -5.92298 -3.18394 -3.67266  0.343
H -6.70635 -2.64792 -1.13100  0.447
H -5.01009 1.12516 -0.93802  0.270
H -6.23365 3.50021 -0.54709  0.304
H -7.77282 3.92636 1.62781  0.336
H -8.10496 1.93585 3.37546  0.308
H -6.91747 -0.44574 3.01002  0.340
H -1.07101 -1.83800 2.30929  -0.135
H -0.15026 0.64012 2.81979  0.332
H 1.59783 4.19076 1.89266  0.300
H 1.50001 4.96161 0.23318  0.450
H 1.39584 7.00568 0.73885  0.391
H 4.91344 6.19242 -0.98594  0.273
H 3.04361 6.08081 -1.04144  0.241
H 4.02621 5.58116 -2.50794  0.434
H 7.02559 5.57228 -2.52287  0.330
H 4.58515 1.51210 -3.80324  0.271
H 4.26650 -0.22136 -4.35940  0.334
H 3.55147 0.39002 -2.69886  0.229
C -9.54579 -0.23602 -1.30838  -0.341
Br -10.94780 -0.31086 -2.64931  -0.058
Br -10.23515 -0.56282 0.47466  -0.032
Br -8.06696 -1.42188 -1.73738  0.133
H -9.15130 0.77950 -1.31643  0.317

Forces on the atoms, in the same order (eV/Å):
0.192 0.362 -0.041
-0.847 -0.987 -0.289
-0.618 -0.498 1.696
-0.536 -0.336 0.996
-1.806 2.064 0.927
0.522 2.305 1.056
-0.430 1.019 -0.714
-0.220 -0.350 0.170
1.608 0.294 -1.011
-0.154 0.326 -0.704
0.933 1.611 0.053
-1.215 -1.879 -1.311
1.698 1.303 0.251
0.795 -1.596 -4.368
-1.548 -1.279 -1.888
-3.849 -1.667 1.043
-1.509 0.355 2.971
3.019 2.417 2.495
3.253 -0.546 -1.500
-2.483 4.889 0.200
-1.748 0.534 2.262
-0.990 -2.084 2.980
1.932 -3.902 -0.468
1.992 -0.436 -2.830
0.519 1.703 -2.046
3.397 1.614 -0.664
2.964 -3.130 -2.166
-0.633 -1.599 -0.479
-2.878 -0.338 0.619
1.148 -0.649 0.259
-3.722 2.194 -0.780
-0.545 2.858 -1.007
1.673 0.563 -2.136
2.067 -2.989 -0.532
-0.200 0.597 -1.137
1.882 1.174 1.597
-3.729 -0.581 -2.875
0.456 -2.635 -0.118
-0.507 -1.580 0.852
0.469 -0.800 -0.584
-2.036 -0.947 4.598
-0.170 0.124 -1.441
0.869 -1.903 2.312
-1.329 0.798 0.202
-0.961 0.535 1.681
-1.691 -0.285 -2.614
-1.985 0.678 -0.701
0.572 1.614 2.852
1.166 -0.405 -0.311
-1.278 1.360 0.596
-0.072 0.186 1.157
0.365 -1.867 -3.853
-0.543 -0.115 -1.468
-0.433 1.262 0.989
1.568 0.334 -0.008
0.050 -0.595 -1.661
-1.174 0.357 1.113
0.797 1.915 0.266
0.543 -0.239 1.627
-0.987 1.317 0.205
0.102 1.787 0.006
-0.068 -0.448 -1.717
-0.851 -1.398 1.063
0.232 1.139 1.055
-1.287 -0.867 -0.874
-1.602 -0.387 0.839
-0.181 0.617 1.953
1.085 1.012 1.464
3.430 -0.072 -0.020
-1.075 0.028 1.628
0.024 -1.746 1.053
0.971 -1.756 -0.521
1.178 -0.459 -1.560
0.193 1.417 -1.149
1.815 0.119 -0.609
1.009 -1.346 -0.721
1.284 0.406 -1.072
1.122 -0.448 1.292
0.810 0.175 0.720
-1.344 -0.576 -0.498
1.421 -0.843 -0.149
0.127 0.029 1.929
-0.680 0.140 -0.865
-0.331 -1.527 0.518
-0.027 0.909 1.410
1.448 -0.071 -1.127
-0.269 0.100 -0.184
0.158 0.020 0.222
0.153 0.007 -0.378
-2.417 1.868 -0.057
-0.051 -0.276 0.033

HOMO energy (eV): -8.463
Electronic energy (eV): -517492.0067

A molecular structure, C40H35DyF6OP2 in a non-equilibrium geometry. Source: OMol25; level of theory: ωB97M-V/def2-TZVPD.

Each line ends with the Löwdin spin population.
Element x y z (Å)
C -0.13091 0.52574 -2.92836  -0.016
C -0.14595 1.42054 -1.84825  -0.027
C 0.68505 2.54867 -1.89150  -0.016
C 1.49819 2.78408 -2.99784  0.000
C 1.49247 1.89835 -4.07561  -0.021
C 0.67858 0.76607 -4.03629  0.001
P -1.16853 1.08558 -0.36562  -0.089
C -1.48592 2.78172 0.26081  -0.005
C -0.85963 3.19541 1.44168  0.001
C -1.03893 4.49572 1.91310  0.000
C -1.85176 5.38691 1.21279  0.000
C -2.48808 4.97511 0.03960  0.000
C -2.30570 3.67869 -0.43668  -0.003
Dy -0.48968 -0.20449 1.20983  5.235
P 1.19358 -1.01722 0.10222  -0.025
C 2.52372 0.06640 -0.53028  -0.008
C 3.18961 -0.09916 -1.74757  -0.005
C 4.20618 0.78323 -2.11647  0.000
C 4.56741 1.83301 -1.27413  -0.002
C 3.89462 2.01510 -0.06317  0.000
C 2.87342 1.14339 0.30149  -0.001
C 2.02868 -1.97906 1.42085  0.009
C 1.21341 -2.85568 2.15893  0.002
C 1.73993 -3.57500 3.22876  0.000
C 3.08623 -3.43249 3.56966  0.000
C 3.90250 -2.56873 2.83749  0.001
C 3.37839 -1.84072 1.76948  0.001
C 0.90077 -2.30286 -1.16968  -0.007
C -0.41756 -2.53217 -1.58239  0.000
C -0.70501 -3.54035 -2.50194  0.000
C 0.32378 -4.33581 -3.00702  0.000
C 1.63775 -4.13421 -2.57675  0.000
C 1.92529 -3.12799 -1.65642  -0.002
C -2.77644 0.56500 -1.08528  -0.014
C -3.19545 0.95285 -2.36743  -0.006
C -4.44002 0.55212 -2.85249  0.000
C -5.27982 -0.23432 -2.06288  -0.003
C -4.87240 -0.61624 -0.78378  0.000
C -3.62720 -0.22278 -0.29636  -0.001
H 0.16532 -2.96959 1.88611  0.001
H 1.09959 -4.24377 3.79683  0.000
H 3.49812 -3.99300 4.40393  0.000
H 4.95119 -2.45870 3.09996  0.000
H 4.01537 -1.16393 1.20865  0.000
H 2.90497 -0.90296 -2.41753  0.000
H 4.71090 0.65163 -3.06961  0.000
H 5.36089 2.51602 -1.56427  0.000
H 4.16002 2.84126 0.59045  0.000
H 2.32309 1.28830 1.22892  0.000
H -1.21037 -1.92110 -1.15609  0.000
H -1.73152 -3.70887 -2.81563  0.000
H 0.10208 -5.12358 -3.72161  0.000
H 2.43578 -4.76932 -2.95137  0.000
H 2.94339 -2.99595 -1.30049  0.000
H -2.54692 1.55961 -2.99173  0.000
H -4.75179 0.85462 -3.84852  0.000
H -6.24784 -0.54802 -2.44414  0.000
H -5.52352 -1.22427 -0.16216  0.000
H -3.30311 -0.51375 0.70027  0.001
H -0.25337 2.47855 1.98956  0.001
H -0.55420 4.80621 2.83436  0.000
H -1.99947 6.39719 1.58444  0.000
H -3.13265 5.66253 -0.50140  0.000
H -2.80931 3.36267 -1.34506  0.000
H 0.68817 3.24553 -1.05957  -0.001
H 2.14000 3.66010 -3.01528  0.000
H 2.12472 2.08625 -4.93879  -0.001
H 0.67182 0.06659 -4.86761  0.000
H -0.76455 -0.35356 -2.91106  0.000
H 2.94220 1.18292 -7.03327  0.000
H 2.49150 0.63418 -7.25356  0.000
C -2.04475 -2.13015 3.89491  0.001
C -1.77509 -0.63262 4.10566  0.002
O -1.97211 0.06244 2.90420  -0.010
C -2.83382 -0.09919 5.11120  0.000
F -2.72062 -0.73396 6.33765  0.000
F -2.68748 1.26336 5.30435  0.000
F -4.11137 -0.31930 4.62224  0.000
C -0.34974 -0.34799 4.63749  0.001
F -0.11844 -1.03073 5.81932  0.000
F 0.59399 -0.73112 3.71657  0.004
F -0.17584 1.00604 4.86556  0.000
H -3.07495 -2.29607 3.51324  0.000
H -1.92372 -2.69697 4.84259  0.000
H -1.36710 -2.55192 3.15777  0.000

Forces on the atoms, in the same order (eV/Å):
0.092 -0.052 0.006
0.571 -0.213 -0.246
0.059 -0.034 0.065
-0.176 -0.124 0.061
-0.134 -0.065 0.231
-0.074 0.111 0.160
-4.489 8.295 -9.802
0.134 0.141 0.719
-0.321 0.070 -0.419
0.074 -0.061 0.064
0.086 -0.333 -0.042
0.177 -0.262 0.071
-0.069 -0.104 -0.037
-6.606 -1.540 14.958
10.633 -5.639 -6.902
0.163 0.613 0.139
-0.203 -0.049 0.032
-0.097 0.037 0.254
-0.223 -0.172 0.103
-0.077 -0.005 0.010
-0.005 -0.152 -0.425
-0.280 -0.098 0.687
0.556 0.079 -0.098
-0.062 0.003 -0.166
-0.133 0.165 -0.248
-0.222 -0.052 -0.112
-0.082 0.135 0.047
-0.383 -0.291 -0.097
0.447 -0.185 0.065
-0.014 0.017 0.046
-0.014 0.244 0.199
-0.148 0.222 0.128
-0.040 -0.007 0.080
-0.306 -0.589 0.184
0.110 -0.020 -0.053
0.167 -0.006 0.284
0.255 0.052 0.190
0.032 -0.028 0.020
0.169 0.075 -0.311
0.020 -0.227 -0.002
0.101 0.082 -0.082
-0.084 0.093 -0.125
-0.174 -0.021 -0.075
-0.036 -0.082 0.108
0.066 0.109 0.041
-0.067 -0.021 0.160
-0.116 -0.111 0.071
-0.030 -0.130 -0.091
0.215 0.128 0.189
-0.252 -0.054 -0.235
0.158 0.011 0.050
0.018 0.136 0.120
-0.114 0.124 0.078
-0.097 -0.043 -0.047
-0.117 -0.075 0.044
0.072 -0.021 0.176
0.162 0.050 0.091
0.098 0.101 -0.097
-0.310 -0.029 0.171
0.145 0.196 0.335
-0.084 -0.050 -0.144
0.040 -0.186 -0.040
0.119 -0.140 0.066
0.040 0.083 0.112
0.052 -0.005 -0.103
-0.140 -0.097 0.003
-0.117 -0.040 0.134
-0.028 0.119 0.106
0.069 0.085 -0.093
-0.020 -0.047 -0.035
0.026 0.039 0.022
-0.361 -0.448 0.817
-1.202 0.198 -0.724
1.822 -0.796 -0.670
-0.827 0.790 1.087
-0.406 1.068 -1.799
-0.502 -2.154 -0.145
2.031 0.315 0.830
-0.591 0.692 2.325
0.166 1.182 -2.159
-0.385 0.516 0.419
0.298 -2.175 -0.461
0.634 0.370 0.364
-0.082 0.262 -0.613
0.228 0.026 -0.024

HOMO energy (alpha / beta) (eV): -14.611 / -14.608
Expectation value of S²: 9.1991
2S+1: 6
Relative energy (zero: lowest compared OMol25 entry of this formula, charge and spin) (kJ/mol): 662.99
Net charge: +2
Electronic energy (eV): -103040.9127

- The highest electronic energy belongs to which entry?
  C40H35DyF6OP2

- Which of these has the highest electronic energy?
  C40H35DyF6OP2

- Look up the electronic energy of the second one.
  -103040.9127 eV

- Which value of electronic energy does entry 1 give?
  -517492.0067 eV